## one
{"formula": "C2H8NSe", "method": "the ωB97M-V functional and the def2-TZVPD basis", "symbols": ["C", "C", "N", "Se", "H", "H", "H", "H", "H", "H", "H", "H"], "coordinates": [[-0.92, 0.21, 0.71], [-0.18, -0.53, -0.36], [0.81, 0.45, -0.91], [0.77, -2.27, 0.16], [-0.18, 0.51, 1.37], [-1.52, -0.41, 1.28], [-1.44, 1.08, 0.31], [-0.97, -1.11, -1.36], [1.55, 0.18, -1.65], [1.55, 0.72, -0.14], [0.40, 1.28, -1.16], [0.97, -1.73, 1.38]], "mulliken_charge": [-1.305, -0.390, -0.325, 0.092, 0.476, 0.356, 0.387, 0.408, 0.405, 0.438, 0.318, 0.140], "mol_weight_g_mol": 125.05, "homo_energy_ev": -13.733, "charge": 1, "lumo_energy_ev": -3.91}

***

## two
{"formula": "C2H8NSe", "method": "the ωB97M-V functional and the def2-TZVPD basis", "symbols": ["C", "C", "N", "Se", "H", "H", "H", "H", "H", "H", "H", "H"], "coordinates": [[0.39, -0.23, 1.22], [0.45, -0.28, -0.33], [-0.99, -0.27, -0.89], [1.44, 1.13, -1.09], [0.03, 0.70, 1.67], [1.32, -0.23, 1.78], [-0.23, -0.92, 1.70], [0.88, -1.22, -0.77], [-0.99, -0.55, -1.89], [-1.44, 0.71, -0.82], [-1.49, -0.85, -0.21], [0.62, 2.01, -0.37]], "mulliken_charge": [-1.228, -0.407, -0.302, 0.144, 0.404, 0.371, 0.413, 0.352, 0.363, 0.421, 0.340, 0.129], "mol_weight_g_mol": 125.05, "homo_energy_ev": -13.779, "charge": 1, "lumo_energy_ev": -3.87}

***

two comes first in stability; the runner-up is 123.0 kJ/mol higher.

***

## one
{"formula": "C22H23N2O7P3SbSe4Zr", "method": "the ωB97M-V functional and the def2-TZVPD basis", "symbols": ["Zr", "Se", "Sb", "Se", "Se", "Se", "O", "P", "O", "O", "O", "P", "O", "O", "O", "H", "H", "C", "N", "C", "C", "N", "C", "H", "H", "H", "H", "H", "H", "C", "C", "C", "C", "C", "C", "P", "C", "C", "C", "C", "C", "C", "C", "C", "C", "C", "C", "C", "H", "H", "H", "H", "H", "H", "H", "H", "H", "H", "H", "H", "H", "H", "H"], "coordinates": [[0.08, 1.52, 0.62], [3.52, 2.77, 3.93], [2.30, 1.08, 2.68], [-0.18, 1.30, 3.16], [2.60, 1.57, 0.20], [3.09, -1.13, 3.26], [0.37, 3.18, -1.92], [-0.66, 1.98, -2.12], [-1.11, 1.83, -3.50], [-0.04, 0.81, -1.34], [-1.84, 2.55, -1.08], [-2.76, 1.82, 0.11], [-2.63, 2.98, 1.21], [-4.15, 1.61, -0.28], [-1.84, 0.72, 0.62], [0.71, 3.42, -2.79], [-3.50, 3.13, 1.59], [-0.73, 7.28, 0.46], [-0.09, 6.02, 0.80], [1.02, 5.85, 1.61], [1.23, 4.52, 1.69], [0.27, 3.86, 0.95], [-0.50, 4.81, 0.43], [-0.01, 8.09, 0.60], [-1.59, 7.47, 1.10], [-1.05, 7.27, -0.57], [1.55, 6.68, 2.05], [2.01, 4.00, 2.23], [-1.35, 4.65, -0.21], [0.68, -6.10, 1.92], [1.05, -5.02, 2.71], [0.95, -3.72, 2.22], [0.49, -3.49, 0.93], [0.14, -4.58, 0.13], [0.23, -5.87, 0.62], [0.34, -1.77, 0.23], [1.58, -1.97, -1.12], [2.90, -1.96, -0.66], [3.95, -2.06, -1.55], [3.72, -2.17, -2.92], [2.41, -2.20, -3.38], [1.35, -2.11, -2.48], [-1.37, -1.96, -0.43], [-2.31, -2.36, 0.53], [-3.66, -2.38, 0.25], [-4.12, -2.01, -1.00], [-3.21, -1.62, -1.97], [-1.85, -1.60, -1.69], [0.75, -7.11, 2.30], [1.41, -5.18, 3.72], [1.24, -2.88, 2.83], [-0.22, -4.42, -0.88], [-0.06, -6.70, -0.01], [3.09, -1.88, 0.40], [4.97, -2.03, -1.17], [4.54, -2.22, -3.61], [2.20, -2.30, -4.44], [0.34, -2.15, -2.87], [-1.97, -2.63, 1.53], [-4.36, -2.66, 1.03], [-5.18, -1.99, -1.22], [-3.55, -1.31, -2.95], [-1.18, -1.24, -2.45]], "mulliken_charge": [1.159, -0.696, 0.739, -0.582, -0.679, -0.614, -0.383, 0.715, -0.796, 0.128, -0.412, 0.767, -0.410, -0.755, -0.119, 0.291, 0.302, -0.887, 0.168, -0.755, -0.059, 0.526, -0.725, 0.311, 0.310, 0.336, 0.427, -0.155, 0.473, -0.435, -0.600, -0.064, 0.148, -0.292, -0.682, 0.710, 1.313, -0.508, -0.693, -0.495, -0.792, -0.178, 1.066, -0.836, -0.617, -0.543, -0.841, -0.368, 0.363, 0.428, 0.335, 0.285, 0.397, 0.254, 0.433, 0.358, 0.414, 0.236, 0.366, 0.396, 0.352, 0.391, 0.073], "mol_weight_g_mol": 1049.18, "homo_energy_ev": -4.425, "charge": -1, "lumo_energy_ev": 1.84}

***

## two
{"formula": "C22H23N2O7P3SbSe4Zr", "method": "the ωB97M-V functional and the def2-TZVPD basis", "symbols": ["Zr", "Se", "Sb", "Se", "Se", "Se", "O", "P", "O", "O", "O", "P", "O", "O", "O", "H", "H", "C", "N", "C", "C", "N", "C", "H", "H", "H", "H", "H", "H", "C", "C", "C", "C", "C", "C", "P", "C", "C", "C", "C", "C", "C", "C", "C", "C", "C", "C", "C", "H", "H", "H", "H", "H", "H", "H", "H", "H", "H", "H", "H", "H", "H", "H"], "coordinates": [[0.40, 0.32, 0.25], [3.39, 1.23, 3.58], [2.41, -0.54, 2.24], [-0.11, -0.48, 2.64], [2.86, -0.07, -0.20], [3.40, -2.66, 2.86], [1.41, 1.18, -3.57], [0.38, 1.45, -2.39], [-0.84, 2.14, -2.82], [0.21, 0.06, -1.71], [1.28, 2.37, -1.36], [0.61, 3.07, 0.00], [1.64, 2.53, 1.07], [0.45, 4.52, -0.12], [-0.54, 2.10, 0.31], [1.42, 1.93, -4.18], [2.25, 3.09, 1.56], [-4.83, 1.54, -1.42], [-3.94, 0.80, -0.53], [-4.23, 0.25, 0.71], [-3.08, -0.31, 1.15], [-2.08, -0.13, 0.21], [-2.64, 0.54, -0.77], [-5.85, 1.47, -1.03], [-4.80, 1.11, -2.42], [-4.54, 2.58, -1.47], [-5.21, 0.32, 1.15], [-2.90, -0.85, 2.07], [-2.15, 0.91, -1.67], [0.54, -6.71, 1.75], [0.79, -5.56, 2.46], [0.66, -4.31, 1.86], [0.29, -4.21, 0.53], [0.05, -5.38, -0.20], [0.16, -6.62, 0.41], [0.16, -2.58, -0.33], [1.39, -2.98, -1.66], [2.63, -3.39, -1.17], [3.67, -3.72, -2.02], [3.50, -3.64, -3.40], [2.29, -3.21, -3.90], [1.24, -2.88, -3.04], [-1.54, -2.80, -1.03], [-2.50, -3.38, -0.19], [-3.82, -3.53, -0.59], [-4.22, -3.09, -1.84], [-3.30, -2.49, -2.68], [-1.98, -2.34, -2.27], [0.63, -7.68, 2.22], [1.11, -5.61, 3.50], [0.88, -3.42, 2.42], [-0.23, -5.32, -1.25], [-0.04, -7.52, -0.17], [2.80, -3.44, -0.10], [4.62, -4.04, -1.60], [4.31, -3.90, -4.07], [2.15, -3.11, -4.98], [0.32, -2.55, -3.48], [-2.21, -3.71, 0.80], [-4.53, -3.98, 0.09], [-5.25, -3.22, -2.16], [-3.60, -2.13, -3.65], [-1.31, -1.80, -2.92]], "mulliken_charge": [0.545, -0.719, 0.704, -0.693, -0.572, -0.672, -0.458, 0.597, -0.769, 0.390, -0.210, 0.637, -0.122, -0.728, -0.359, 0.326, 0.229, -0.909, 0.326, -0.944, -0.724, 1.271, -0.947, 0.321, 0.325, 0.322, 0.419, 0.449, 0.258, -0.456, -0.821, -0.037, -0.176, -0.238, -0.770, 2.132, 1.116, -0.413, -0.710, -0.540, -0.782, -0.289, 0.107, -0.490, -0.773, -0.566, -0.972, -0.259, 0.371, 0.439, 0.497, 0.347, 0.400, 0.236, 0.437, 0.354, 0.407, 0.163, 0.477, 0.399, 0.395, 0.428, 0.295], "mol_weight_g_mol": 1049.18, "homo_energy_ev": -4.263, "charge": -1, "lumo_energy_ev": 1.99}

***

two comes first in stability; the runner-up is 6.3 kJ/mol higher.

***

## one
{"formula": "C5H11N2O", "method": "the ωB97M-V functional and the def2-TZVPD basis", "symbols": ["C", "C", "C", "C", "N", "C", "N", "H", "H", "H", "H", "H", "H", "H", "H", "H", "H", "H", "O"], "coordinates": [[-0.72, -0.28, 2.11], [-0.59, 1.04, 1.26], [-0.15, 0.76, -0.17], [1.16, 0.87, -0.56], [1.26, -0.09, -1.59], [-0.03, -0.19, -2.28], [-0.95, 0.06, -1.10], [-1.68, -0.77, 1.97], [0.18, -0.90, 1.84], [-0.78, -0.13, 3.20], [0.28, 1.53, 1.67], [-1.47, 1.63, 1.36], [1.99, 1.50, -0.24], [1.43, -0.93, -0.97], [-0.14, 0.64, -2.94], [-1.78, 0.58, -1.38], [-0.23, -1.11, -2.75], [1.42, -2.42, 0.42], [0.81, -1.78, 0.16]], "mulliken_spin": [0.023, -0.033, 0.160, 0.157, 0.243, -0.015, 0.138, 0.000, -0.006, 0.000, 0.005, 0.014, -0.006, -0.008, 0.014, -0.004, 0.007, -0.009, 0.320], "spin_multiplicity": 2, "mol_weight_g_mol": 115.16, "homo_energy_ev": [-8.213, -8.082], "s2": 0.7579, "lumo_energy_ev": [0.79, -1.63]}

***

## two
{"formula": "C5H11N2O", "method": "the ωB97M-V functional and the def2-TZVPD basis", "symbols": ["C", "O", "C", "C", "C", "C", "N", "N", "H", "H", "H", "H", "H", "H", "H", "H", "H", "H", "H"], "coordinates": [[-0.41, 1.58, 0.77], [-1.70, 1.78, 1.17], [0.07, 0.15, 1.38], [-0.06, -0.96, 0.32], [0.91, -0.70, -0.93], [0.53, -1.21, -2.13], [1.32, -0.75, -3.24], [-0.75, -0.06, 2.60], [0.33, 2.43, 1.09], [-0.31, 1.40, -0.28], [1.16, 0.31, 1.65], [-1.02, -1.10, -0.02], [0.40, -1.96, 0.71], [1.58, 0.22, -0.89], [-0.31, -1.89, -2.33], [2.24, -0.72, -2.95], [1.06, -1.09, -4.17], [-1.54, 0.75, 2.49], [-0.10, -0.12, 3.42]], "mulliken_spin": [-0.014, 0.816, 0.079, -0.005, 0.002, 0.006, 0.002, 0.049, -0.002, 0.057, 0.003, 0.002, 0.009, 0.001, 0.000, 0.000, 0.000, -0.006, 0.000], "spin_multiplicity": 2, "mol_weight_g_mol": 115.16, "homo_energy_ev": [-8.207, -8.211], "s2": 0.7549, "lumo_energy_ev": [1.03, -2.03]}

***

one comes first in stability; the runner-up is 37.9 kJ/mol higher.

***

## one
{"formula": "C17H19NO", "method": "the ωB97M-V functional and the def2-TZVPD basis", "symbols": ["C", "C", "C", "N", "C", "C", "C", "C", "C", "C", "H", "H", "H", "H", "H", "H", "H", "H", "H", "C", "C", "C", "C", "C", "C", "O", "C", "C", "H", "H", "H", "H", "H", "H", "H", "H", "H", "H"], "coordinates": [[3.23, 2.02, 1.98], [1.99, 1.24, 1.82], [1.90, -0.11, 2.24], [0.51, -0.51, 2.09], [-0.19, 0.60, 1.47], [-1.48, 0.49, 1.01], [-2.07, 1.76, 0.83], [-1.26, 2.97, 1.03], [0.08, 2.96, 1.03], [0.67, 1.76, 1.40], [3.76, 2.14, 2.90], [2.85, 3.05, 1.69], [3.76, 1.73, 1.06], [2.47, -0.76, 2.74], [0.19, -1.42, 1.98], [-2.15, -0.39, 1.06], [-3.04, 1.78, 0.40], [-1.88, 3.88, 1.32], [0.77, 3.65, 0.71], [1.84, 0.83, -1.48], [1.73, -0.50, -2.39], [0.42, -1.25, -2.06], [0.37, -2.09, -1.00], [-0.80, -2.80, -0.71], [-1.96, -2.37, -1.33], [-2.96, -2.98, -0.70], [-1.94, -1.28, -2.26], [-0.71, -0.69, -2.60], [0.92, 1.43, -1.22], [2.39, 1.66, -1.93], [2.30, 0.44, -0.59], [1.60, -0.16, -3.45], [2.44, -1.30, -2.34], [1.29, -2.46, -0.56], [-0.89, -3.73, -0.26], [-3.84, -2.66, -0.87], [-2.95, -0.97, -2.53], [-0.72, 0.28, -3.07]], "mulliken_charge": [-1.257, 0.880, -1.049, -0.158, 0.468, -0.619, -0.667, -0.946, -0.144, 0.071, 0.367, 0.272, 0.297, 0.620, 0.288, 0.440, 0.455, 0.238, 0.475, -0.610, -1.227, 0.608, -0.624, -0.554, 0.507, -0.506, -0.669, -0.429, 0.148, 0.505, 0.004, 0.296, 0.538, 0.452, 0.533, 0.322, 0.275, 0.402], "mol_weight_g_mol": 253.35, "homo_energy_ev": -7.634, "lumo_energy_ev": 0.66}

***

## two
{"formula": "C17H19NO", "method": "the ωB97M-V functional and the def2-TZVPD basis", "symbols": ["C", "C", "C", "N", "C", "C", "C", "C", "C", "C", "H", "H", "H", "H", "H", "H", "H", "H", "H", "C", "C", "C", "C", "C", "C", "O", "C", "C", "H", "H", "H", "H", "H", "H", "H", "H", "H", "H"], "coordinates": [[3.82, 0.03, 0.86], [2.88, -0.86, 0.23], [2.56, -2.09, 0.80], [1.50, -2.67, 0.03], [1.19, -1.85, -1.05], [0.10, -1.98, -1.99], [0.08, -0.82, -2.76], [0.94, 0.26, -2.69], [1.78, 0.46, -1.61], [1.99, -0.68, -0.84], [4.03, -0.36, 1.89], [3.52, 1.13, 0.89], [4.79, 0.07, 0.41], [2.93, -2.67, 1.62], [1.38, -3.72, -0.05], [-0.45, -2.83, -2.23], [-0.54, -0.83, -3.64], [0.85, 1.08, -3.42], [2.33, 1.37, -1.47], [0.16, 1.69, 3.50], [0.12, 0.83, 2.25], [-1.00, 0.81, 1.24], [-0.96, 1.57, 0.07], [-2.10, 1.73, -0.73], [-3.25, 1.10, -0.28], [-4.40, 1.00, -1.05], [-3.35, 0.46, 0.95], [-2.17, 0.27, 1.72], [-0.63, 1.55, 4.26], [0.29, 2.72, 3.26], [0.94, 1.43, 4.15], [1.07, 0.96, 1.71], [0.26, -0.22, 2.61], [-0.04, 2.05, -0.20], [-2.03, 2.04, -1.75], [-4.24, 1.39, -1.93], [-4.29, 0.03, 1.32], [-2.30, -0.06, 2.73]], "mulliken_charge": [-1.371, 0.665, -1.029, -0.109, -0.082, -1.440, -0.222, -0.906, -0.129, 1.095, 0.326, 0.286, 0.373, 0.455, 0.288, 0.526, 0.417, 0.362, 0.492, -1.374, -0.359, 0.835, -0.360, -0.822, 0.879, -0.543, -0.594, -0.734, 0.334, 0.354, 0.436, -0.131, 0.344, 0.442, 0.237, 0.300, 0.370, 0.388], "mol_weight_g_mol": 253.35, "homo_energy_ev": -7.773, "lumo_energy_ev": 0.85}

***

two comes first in stability; the runner-up is 240.1 kJ/mol higher.